[1]
{
  "formula": "C5H8O2",
  "method": "wB97M-V/def2-TZVPD",
  "symbols": ["C", "H", "H", "C", "H", "O", "C", "C", "H", "H", "O", "H", "H", "H", "C"],
  "coordinates": [[0.754302, -0.362388, -1.590358], [-0.306412, -1.965595, -0.366875], [-2.174778, 0.020352, 1.102829], [-0.285770, 0.625509, 1.577757], [0.483394, -0.162952, -2.618245], [0.398672, 1.993925, -0.984548], [-0.311221, -0.923885, -0.697443], [0.781996, 0.875254, -0.708577], [-1.343163, -0.690499, -1.048957], [-0.620416, 1.656952, 1.410553], [-1.304474, -0.347517, 1.242292], [1.637881, -0.983546, -1.464648], [1.577445, -0.426345, 0.914196], [-0.044028, 0.469470, 2.632285], [0.756571, 0.221267, 0.599739]],
  "atomic_forces_ev_per_a": [[0.496, -0.013, -0.728], [0.472, 0.340, -0.094], [-0.277, 0.575, 0.316], [-0.663, -0.258, 0.143], [0.182, -0.121, -0.316], [0.310, -0.257, 0.115], [0.972, 0.159, 0.121], [-0.164, 0.095, -0.618], [0.950, 0.500, 0.845], [0.042, -0.244, 0.017], [-1.131, 0.119, 1.796], [0.323, 0.222, -0.379], [-0.230, 0.136, -0.252], [0.232, 0.185, -0.171], [-1.515, -1.438, -0.795]],
  "lowdin_charge": [-0.1523, 0.0977, 0.0902, -0.1909, 0.1111, 0.0696, -0.0060, -0.4625, 0.1153, 0.1246, -0.1269, 0.1149, 0.1353, 0.1136, -0.0338],
  "spin_multiplicity": 1,
  "homo_lumo_gap_ev": 9.594
}

=====

[2]
{
  "formula": "C5H8O2",
  "method": "wB97M-V/def2-TZVPD",
  "symbols": ["O", "H", "H", "H", "C", "C", "H", "C", "H", "O", "H", "H", "C", "C", "H"],
  "coordinates": [[0.876920, -1.904906, 0.024819], [0.802432, 2.648261, 0.876318], [1.631046, 0.800674, 0.347816], [-1.749517, -0.944612, 1.111283], [0.135623, -0.703210, -0.040513], [-0.318737, 1.608558, -0.286284], [0.337626, -1.650571, -2.025712], [-0.906828, -0.267286, 0.961782], [-0.951313, -2.406091, -0.949611], [-0.091527, 2.643110, 0.486172], [-0.459883, -0.006736, 1.937042], [-1.310173, 0.697291, 0.349753], [-0.074758, -1.762563, -1.023850], [0.826078, 0.606640, -0.381485], [1.253013, 0.641442, -1.387529]],
  "atomic_forces_ev_per_a": [[0.131, 0.038, 0.388], [0.083, -0.126, 0.188], [-0.008, -0.011, 0.044], [0.096, -0.013, -0.034], [-0.370, 0.590, -0.156], [0.546, 0.624, -0.960], [0.007, -0.048, 0.137], [-0.234, -0.190, 0.011], [0.132, 0.103, 0.031], [0.186, 0.096, -0.108], [-0.195, 0.114, -0.430], [-0.243, -1.307, 1.258], [-0.255, 0.031, -0.334], [0.113, 0.124, -0.125], [0.010, -0.026, 0.090]],
  "lowdin_charge": [-0.0015, 0.1109, 0.1235, 0.0925, -0.5180, -0.1544, 0.1166, -0.0109, 0.1174, 0.0291, 0.1060, 0.0737, -0.0793, -0.1292, 0.1236],
  "spin_multiplicity": 1,
  "homo_lumo_gap_ev": 9.118
}

=====

Quick rundown of HOMO energy, same order as above: -8.922, -8.361 eV